(1)
The following is a quantum chemistry calculation of a cluster of 2 separate species, C4H9N in total in a non-equilibrium geometry, from OMol25.

Computed properties:
- Frontier orbital gap: 10.620 eV
- Structure (SMILES): C=CC.C=N
- Energy relative to the best compared isomer or geometry (same formula, charge and spin): 1.863 eV

```
14
Properties=species:S:1:pos:R:3:nbo_charge:R:1
C -1.70591 1.05489 0.20195 -0.412
C -1.32073 0.64511 1.41203 -0.162
C -0.14581 -0.30098 1.53847 -0.666
H -2.40758 1.88203 0.20852 0.201
H -1.31944 0.57590 -0.68543 0.187
H -1.83710 1.00877 2.29042 0.197
H 0.87626 0.06181 1.50138 0.236
H -0.24839 -1.07799 0.77257 0.211
H -0.27630 -0.93228 2.43103 0.208
C 1.90547 -0.90259 -2.05533 -0.054
N 1.80660 0.22110 -1.47795 -0.582
H 2.66056 -1.63004 -1.76121 0.164
H 1.03803 -1.31789 -2.57684 0.142
H 0.97433 0.71217 -1.79961 0.331
```

---

(2)
The following is a quantum chemistry calculation of a cluster of 2 separate species, C4H9N in total in a non-equilibrium geometry, from OMol25.

Computed properties:
- Frontier orbital gap (alpha / beta): 6.928 / 4.528 eV
- Total charge: +1
- Multiplicity: 2
- ⟨S²⟩: 0.755
- Energy relative to the best compared isomer or geometry (same formula, charge and spin): 5.073 eV

```
14
Properties=species:S:1:pos:R:3:lowdin_spin:R:1
C -0.85405 0.12477 -3.14567 0.000
N -0.38451 1.08871 -2.40068 0.000
H -1.82847 -0.45879 -2.82074 0.000
H -0.26416 -0.51315 -3.71896 0.000
H 0.65951 1.02158 -2.34100 0.000
C -0.26659 -1.19850 1.31552 0.067
C 0.11894 0.17185 1.88692 0.362
C 1.28460 0.83124 2.06860 0.452
H -1.36419 -1.09289 1.23216 0.001
H 0.03526 -1.21990 0.19664 0.033
H 0.18637 -2.02791 1.86299 0.000
H -0.66406 0.88559 1.76109 0.029
H 1.27185 1.70419 2.79795 0.027
H 2.06951 0.68322 1.30519 0.028
```

---

(3)
The following is a quantum chemistry calculation of the ion C4H9N2 with charge +1 in a non-equilibrium geometry, from OMol25.

Computed properties:
- Frontier orbital gap: 9.831 eV
- Total charge: +1
- Energy relative to the best compared isomer or geometry (same formula, charge and spin): 5.315 eV

```
15
Properties=species:S:1:pos:R:3:nbo_charge:R:1
C 0.85612 0.38089 -3.22174 -0.358
C -0.11368 0.04137 -2.26794 -0.061
C -0.80824 -0.71244 0.20321 0.270
C -0.74962 0.25712 2.16174 -0.416
N 0.03370 -0.33470 -0.78698 -0.565
N -0.09076 -0.91302 1.45033 -0.567
H 1.91411 0.44674 -3.15134 0.220
H 0.47388 0.67985 -4.26143 0.256
H -1.20615 0.16579 -2.65802 0.247
H -0.34331 0.57283 3.12041 0.251
H -0.80063 1.03624 1.51711 0.234
H -1.64473 -0.00875 2.55233 0.247
H 1.02093 -0.24200 -0.68630 0.383
H -0.27780 -1.76123 1.89989 0.447
H 0.89600 -0.78607 1.56657 0.411
```

---

(4)
The following is a quantum chemistry calculation of the ion C4H9N2 with charge +1 in a non-equilibrium geometry, from OMol25.

Computed properties:
- Frontier orbital gap (alpha / beta): 6.592 / 6.594 eV
- Total charge: +1
- Energy relative to the best compared isomer or geometry (same formula, charge and spin): 5.872 eV

```
15
Properties=species:S:1:pos:R:3:nbo_charge:R:1
C -1.79799 0.65807 0.77921 -0.247
C 0.92555 1.02794 0.12477 0.262
C -0.30347 0.25301 0.29675 -0.039
C -0.23012 -1.24904 0.18460 -0.642
N -1.45270 0.84208 -0.56510 -0.496
N 2.17874 0.64926 0.23355 -0.646
H -2.45476 -0.19815 1.08310 0.216
H 0.79578 1.83254 -0.51412 0.194
H -0.84553 -1.75462 1.00404 0.252
H 0.64224 -1.77788 -0.04239 0.241
H -0.83862 -1.51226 -0.69029 0.229
H -1.75123 0.18811 -1.35704 0.407
H -1.12402 1.69806 -0.97520 0.403
H 2.48057 -0.05944 0.90183 0.430
H 2.96458 1.16645 -0.09721 0.436
```

---

(5)
The following is a quantum chemistry calculation of the ion C4H9N2 with charge +1 in a non-equilibrium geometry, from OMol25.

Computed properties:
- Frontier orbital gap: 6.436 eV
- Total charge: +1
- Energy relative to the best compared isomer or geometry (same formula, charge and spin): 5.797 eV

```
15
Properties=species:S:1:pos:R:3:nbo_charge:R:1
C -0.52991 0.09129 1.04194 -0.552
C -1.36348 -0.27245 -1.21248 -0.790
C 1.01692 0.18889 0.83416 -0.249
C -1.16165 0.56437 -0.09727 0.448
N 2.42517 -0.59461 -0.85813 -0.192
N 1.33351 -0.30027 -0.42086 -0.191
H -0.94823 0.69703 1.91204 0.272
H -1.50161 -1.42873 -1.06809 0.308
H -0.62731 -0.31246 -2.00773 0.383
H -2.20866 0.17221 -1.66136 0.279
H 1.54963 -0.24006 1.65686 0.253
H 1.07435 1.24941 0.96096 0.237
H -0.79433 -0.96113 1.24500 0.283
H -1.48701 1.54995 -0.06673 0.217
H 3.22263 -0.40343 -0.25832 0.294
```

---

(6)
The following is a quantum chemistry calculation of a cluster of 2 separate species, C4H9N2 in total in a non-equilibrium geometry, from OMol25.

Computed properties:
- Frontier orbital gap: 9.863 eV
- Total charge: +1
- Energy relative to the best compared isomer or geometry (same formula, charge and spin): 2.918 eV

```
15
Properties=species:S:1:pos:R:3:nbo_charge:R:1
C 1.49184 -0.76886 3.70774 -0.467
C -1.01805 0.15326 -2.48217 0.357
C 0.46185 -0.68763 1.36166 0.216
C -1.16242 0.46005 -1.11134 -0.704
N 0.94058 -0.82438 2.41815 -0.464
N -0.52646 0.93089 -3.41208 -0.621
H 2.59103 -0.47379 3.76037 0.244
H 0.89063 -0.06321 4.30974 0.246
H -1.16840 -0.91694 -2.67239 0.229
H -0.49030 -0.27348 -0.73186 0.327
H -2.12690 0.17000 -0.76370 0.294
H -0.89365 1.49150 -1.05319 0.230
H 1.69947 -1.78699 4.13307 0.249
H -0.37125 0.78126 -4.39999 0.454
H -0.31798 1.80832 -3.06401 0.409
```

---

(7)
The following is a quantum chemistry calculation of a cluster of 2 separate species, C4H9N2 in total in a non-equilibrium geometry, from OMol25.

Computed properties:
- Frontier orbital gap (alpha / beta): 7.521 / 8.670 eV
- Total charge: +1
- Energy relative to the best compared isomer or geometry (same formula, charge and spin): 7.161 eV

```
15
Properties=species:S:1:pos:R:3:nbo_charge:R:1
C 1.31345 0.99518 1.43171 0.308
C -1.22610 0.46742 -0.65707 -0.299
C -0.47989 -0.91053 -0.34614 -0.079
C -0.35637 -2.08214 -1.28291 -0.678
N 0.13764 0.31531 -0.62282 -0.150
N 1.24399 2.24970 1.67366 -0.682
H 1.86312 0.22764 1.88871 0.202
H -1.41754 0.81799 -1.74056 0.261
H -1.85995 0.88595 0.07786 0.255
H -0.66145 -1.12768 0.66667 0.235
H 0.08497 -1.91194 -2.23029 0.247
H -1.24124 -2.74472 -1.47017 0.261
H 0.45890 -2.83971 -1.01286 0.246
H 1.63574 2.84010 2.42563 0.438
H 0.50474 2.81744 1.19858 0.433
```

---

(8)
The following is a quantum chemistry calculation of the ion C4H9N2 with charge +1 in a non-equilibrium geometry, from OMol25.

Computed properties:
- Frontier orbital gap: 9.620 eV
- Total charge: +1
- Structure (SMILES): C[C@@]1(C[NH3+])C=N1
- Energy relative to the best compared isomer or geometry (same formula, charge and spin): 2.962 eV

```
15
Properties=species:S:1:pos:R:3:nbo_charge:R:1
C 1.30286 -0.71360 -0.80691 -0.652
C 0.31640 -0.92617 0.30913 -0.021
C -0.17405 0.29418 1.04202 -0.250
N -0.91581 1.24556 0.13093 -0.673
C -0.51931 -2.27872 0.40208 0.089
N 0.46045 -2.15952 1.17049 -0.267
H 2.18275 -0.18510 -0.44066 0.229
H 0.87052 -0.13931 -1.62257 0.205
H 1.63692 -1.67129 -1.19618 0.260
H 0.68113 0.83404 1.45889 0.235
H -0.83495 0.00731 1.85812 0.246
H -1.49073 0.71983 -0.54219 0.448
H -0.24740 1.82120 -0.39378 0.448
H -1.53289 1.86962 0.66567 0.452
H -1.31028 -2.88638 0.03963 0.248
```

---

Q: The highest energy relative to the best compared isomer or geometry (same formula, charge and spin) belongs to which entry?
A: number 7

---

Q: The lowest energy relative to the best compared isomer or geometry (same formula, charge and spin) belongs to which entry?
A: number 1